No. 1
Molecular formula: C39H22Cl10F5N2O2PTeTi
Method: DFT, wB97M-V/def2-TZVPD

Each line ends with the Mulliken charge.
Geometry (Å):
Ti (1.291, 0.098, -0.242)  -2.086
Cl (8.545, 0.049, 0.848)  -0.226
C (6.908, 0.004, 0.292)  0.349
C (5.866, 0.308, 1.161)  0.113
Cl (6.182, 0.758, 2.795)  -0.224
C (4.561, 0.252, 0.710)  1.060
Cl (3.225, 0.637, 1.716)  -0.037
C (4.243, -0.096, -0.605)  -1.825
O (2.989, -0.159, -0.974)  0.911
C (5.296, -0.384, -1.470)  0.458
Cl (4.904, -0.792, -3.095)  -0.205
C (6.617, -0.336, -1.024)  0.321
Cl (7.903, -0.713, -2.117)  -0.223
N (-3.297, -1.383, 1.492)  -0.272
P (-1.605, -0.135, 1.322)  1.603
C (-2.751, 1.291, 1.109)  0.920
C (-3.735, 1.580, 2.057)  -0.961
C (-4.611, 2.641, 1.874)  -0.697
C (-4.517, 3.433, 0.734)  -0.555
C (-3.540, 3.156, -0.211)  -0.806
C (-2.666, 2.092, -0.023)  0.134
C (-1.419, -0.194, 3.151)  -0.073
C (-0.991, 0.961, 3.818)  -0.562
C (-0.755, 0.941, 5.190)  -0.823
C (-0.930, -0.231, 5.914)  -0.463
C (-1.325, -1.394, 5.255)  -0.641
C (-1.566, -1.374, 3.885)  -0.260
C (-3.477, -2.392, 0.613)  0.248
C (-4.368, -3.479, 0.899)  -1.092
C (-4.544, -4.488, -0.012)  -0.169
C (-3.863, -4.454, -1.235)  -1.083
C (-3.027, -3.369, -1.447)  0.002
N (-2.819, -2.379, -0.582)  0.093
H (-3.820, -1.533, 2.351)  0.201
H (-3.814, 0.970, 2.949)  0.279
H (-5.366, 2.856, 2.624)  0.369
H (-5.198, 4.265, 0.591)  0.341
H (-3.436, 3.779, -1.093)  0.429
H (-1.896, 1.912, -0.758)  -0.167
H (-0.822, 1.873, 3.251)  0.352
H (-0.426, 1.846, 5.690)  0.414
H (-0.752, -0.245, 6.985)  0.332
H (-1.424, -2.324, 5.805)  0.372
H (-1.845, -2.286, 3.372)  0.412
H (-4.895, -3.488, 1.848)  0.296
H (-5.213, -5.313, 0.218)  0.364
H (-3.974, -5.232, -1.980)  0.366
H (-2.482, -3.283, -2.391)  0.382
C (2.425, 3.614, -4.740)  -0.643
C (3.064, 3.269, -3.530)  -1.417
C (2.467, 2.412, -2.651)  -0.420
C (1.189, 1.843, -2.897)  1.072
C (0.536, 0.924, -1.988)  2.944
C (-0.699, 0.442, -2.356)  -1.482
C (-1.337, 0.823, -3.560)  -1.069
C (-0.727, 1.681, -4.417)  -1.190
C (0.554, 2.209, -4.112)  1.273
C (1.196, 3.091, -5.017)  -0.907
H (2.905, 4.294, -5.435)  0.361
H (4.032, 3.692, -3.287)  0.473
H (3.007, 2.175, -1.747)  0.344
H (-1.221, -0.270, -1.713)  0.597
H (-2.310, 0.410, -3.797)  0.508
H (-1.205, 1.971, -5.348)  0.290
H (0.683, 3.345, -5.940)  0.377
F (0.125, 3.626, -0.955)  -0.520
Te (1.183, 2.905, 0.514)  1.719
F (1.378, 4.751, 0.786)  -0.330
F (3.178, 3.206, 0.418)  -0.598
F (1.605, 2.752, 2.391)  -0.529
F (-0.474, 3.237, 1.387)  -0.484
O (-0.077, 0.590, 0.883)  -0.090
Cl (1.277, -2.065, -3.146)  -0.200
C (1.092, -2.789, -1.577)  0.760
C (1.053, -1.999, -0.422)  -1.218
C (1.056, -2.737, 0.763)  1.054
Cl (1.262, -1.878, 2.264)  -0.087
C (0.951, -4.126, 0.831)  -0.127
Cl (0.927, -4.941, 2.357)  -0.243
C (0.882, -4.852, -0.343)  0.481
Cl (0.688, -6.566, -0.299)  -0.235
C (0.989, -4.184, -1.553)  0.106
Cl (0.981, -5.101, -3.024)  -0.241

Forces on atoms 1 to 2 (eV/Å):
-2.512 0.933 0.593
-0.065 0.006 -0.026

Summary:
* net charge: -2
* energy above the lowest of the compared OMol25 structures with the same formula, charge and spin: 287.38 kJ/mol
* E_LUMO (alpha / beta): 0.1298 / 0.1298 Eh

No. 2
Molecular formula: C39H23IrN5O3PS2
Method: DFT, wB97M-V/def2-TZVPD

Each line ends with the Mulliken charge.
Geometry (Å):
Ir (-0.383, 1.009, 0.481)  0.531
S (-1.318, 2.006, -3.152)  -0.306
C (0.339, 2.076, -3.672)  0.426
C (0.974, 2.101, -4.901)  -0.534
C (2.365, 2.127, -4.904)  0.890
C (3.047, 2.070, -6.168)  -0.348
N (3.561, 2.006, -7.194)  -0.513
C (3.107, 2.154, -3.708)  0.833
C (2.458, 2.163, -2.474)  -0.889
C (1.085, 2.110, -2.500)  -0.193
S (-0.145, 2.301, -1.248)  -0.125
C (4.542, 2.148, -3.749)  -0.190
N (5.690, 2.148, -3.774)  -0.513
H (0.428, 2.069, -5.834)  0.553
H (3.017, 2.197, -1.549)  0.610
O (2.167, -0.503, 3.118)  -0.579
C (1.409, -1.130, 2.424)  -0.210
C (1.886, -2.065, 1.361)  -0.081
C (2.932, -2.908, 1.723)  -0.773
C (3.328, -3.939, 0.888)  -0.720
C (2.669, -4.131, -0.315)  -0.897
C (1.660, -3.262, -0.702)  -0.268
C (1.263, -2.202, 0.114)  0.734
P (0.016, -0.995, -0.527)  1.101
C (0.428, -1.078, -2.312)  0.820
C (1.755, -0.897, -2.710)  -0.264
C (2.122, -1.043, -4.036)  -1.054
C (1.158, -1.342, -4.993)  -0.749
C (-0.166, -1.487, -4.613)  -0.789
C (-0.531, -1.359, -3.277)  -0.521
C (-1.562, -1.918, -0.433)  0.439
C (-2.742, -1.188, -0.605)  -0.296
C (-3.972, -1.823, -0.559)  -0.716
C (-4.041, -3.191, -0.323)  -0.648
C (-2.877, -3.919, -0.140)  -0.793
C (-1.641, -3.286, -0.199)  -0.076
H (3.409, -2.747, 2.681)  0.503
H (4.135, -4.597, 1.180)  0.425
H (2.951, -4.948, -0.967)  0.455
H (1.190, -3.405, -1.665)  0.628
H (2.516, -0.679, -1.970)  0.659
H (3.159, -0.926, -4.325)  0.546
H (1.444, -1.457, -6.031)  0.439
H (-0.923, -1.717, -5.352)  0.397
H (-1.565, -1.504, -2.995)  0.442
H (-2.688, -0.117, -0.762)  0.355
H (-4.879, -1.249, -0.696)  0.454
H (-5.003, -3.684, -0.276)  0.386
H (-2.924, -4.983, 0.052)  0.438
H (-0.739, -3.867, -0.054)  0.362
O (-3.082, 4.833, 5.876)  -0.646
N (-2.538, 3.787, 6.200)  0.996
O (-2.441, 3.416, 7.356)  -0.636
C (-1.997, 2.928, 5.162)  -0.530
C (-1.675, 1.642, 5.535)  -0.618
C (-1.186, 0.707, 4.635)  1.280
C (-0.868, -0.662, 5.008)  -1.526
C (-0.373, -1.502, 4.109)  -0.948
C (-0.111, -1.092, 2.685)  1.163
N (-0.584, 0.235, 2.332)  -0.524
C (-1.005, 1.068, 3.295)  -0.534
C (-1.303, 2.412, 2.910)  0.389
N (-1.050, 2.699, 1.599)  -0.004
C (-1.280, 3.919, 1.161)  0.195
C (-1.772, 4.929, 1.994)  -0.972
C (-2.034, 4.666, 3.308)  -0.422
C (-1.807, 3.365, 3.820)  0.663
H (-1.827, 1.359, 6.567)  0.542
H (-1.044, -0.977, 6.029)  0.412
H (-0.125, -2.523, 4.372)  0.486
H (-0.598, -1.821, 2.027)  -0.485
H (-1.061, 4.125, 0.123)  0.365
H (-1.935, 5.914, 1.582)  0.423
H (-2.412, 5.437, 3.957)  0.551

Forces on atoms 1 to 2 (eV/Å):
0.326 -0.035 0.008
-0.015 0.171 0.133

Summary:
* energy above the lowest of the compared OMol25 structures with the same formula, charge and spin: 337.12 kJ/mol
* E_LUMO: -0.0482 Eh

No. 3
Molecular formula: C39H24O8S2
Method: DFT, wB97M-V/def2-TZVPD

Each line ends with the Mulliken charge.
Geometry (Å):
O (-0.140, 2.763, 1.003)  -0.500
C (0.763, 3.274, 0.300)  0.149
C (1.363, 4.755, 0.546)  -0.691
C (2.744, 5.061, 0.325)  0.659
C (3.359, 6.533, 0.517)  -0.638
S (4.936, 6.810, -0.459)  0.936
O (6.110, 6.840, 0.505)  -0.583
O (4.831, 8.071, -1.303)  -0.618
C (3.685, 3.835, -0.152)  -0.122
O (4.862, 3.670, 0.255)  -0.458
C (2.962, 2.805, -1.163)  0.427
C (3.767, 2.179, -2.331)  -0.637
C (2.963, 1.207, -3.272)  -0.480
C (1.457, 0.866, -3.030)  -0.081
S (0.550, -0.287, -4.174)  -0.128
C (0.652, 1.501, -1.850)  -0.426
C (1.437, 2.488, -0.937)  0.473
H (0.609, 5.551, 0.865)  0.374
H (3.601, 6.798, 1.599)  0.371
H (2.586, 7.251, 0.042)  0.352
H (5.175, 5.764, -1.370)  0.153
H (4.871, 2.428, -2.525)  0.353
H (3.512, 0.744, -4.153)  0.412
H (-0.137, 0.613, -5.011)  0.198
H (-0.450, 1.273, -1.646)  0.445
O (-6.116, 0.395, 4.978)  -0.671
C (-5.945, 1.119, 4.012)  0.690
C (-4.590, 1.603, 3.666)  0.124
C (-3.498, 1.210, 4.441)  -0.526
C (-2.216, 1.628, 4.099)  -0.726
C (-2.020, 2.439, 2.983)  -0.300
C (-3.108, 2.847, 2.219)  -0.707
C (-4.396, 2.435, 2.562)  0.267
C (-5.549, 2.889, 1.753)  0.555
O (-5.386, 3.660, 0.821)  -0.678
C (-6.902, 2.389, 2.087)  0.194
C (-7.992, 2.782, 1.310)  -0.543
C (-9.262, 2.291, 1.595)  -0.455
C (-9.446, 1.407, 2.656)  -0.467
C (-8.364, 1.026, 3.441)  -0.529
C (-7.089, 1.520, 3.162)  0.140
H (-3.644, 0.574, 5.309)  0.468
H (-1.368, 1.318, 4.700)  0.398
H (-1.023, 2.753, 2.711)  0.622
H (-2.949, 3.482, 1.354)  0.488
H (-7.854, 3.466, 0.479)  0.454
H (-10.108, 2.594, 0.987)  0.395
H (-10.436, 1.017, 2.872)  0.391
H (-8.515, 0.339, 4.268)  0.459
O (1.140, -6.285, 0.162)  -0.666
C (1.989, -6.077, -0.687)  0.659
C (2.789, -7.195, -1.240)  0.155
C (2.551, -8.497, -0.798)  -0.561
C (3.270, -9.556, -1.340)  -0.454
C (4.226, -9.321, -2.325)  -0.467
C (4.478, -8.022, -2.755)  -0.540
C (3.763, -6.956, -2.209)  0.190
C (4.051, -5.575, -2.660)  0.534
O (4.940, -5.361, -3.467)  -0.669
C (3.238, -4.461, -2.123)  0.154
C (3.475, -3.159, -2.568)  -0.809
C (2.695, -2.110, -2.094)  0.201
C (1.677, -2.357, -1.176)  -0.533
C (1.447, -3.650, -0.720)  -0.788
C (2.232, -4.706, -1.189)  0.160
H (1.804, -8.688, -0.034)  0.460
H (3.081, -10.569, -0.998)  0.397
H (4.778, -10.150, -2.757)  0.394
H (5.227, -7.844, -3.519)  0.454
H (4.264, -2.962, -3.286)  0.470
H (2.878, -1.101, -2.443)  0.376
H (1.062, -1.538, -0.814)  0.444
H (0.654, -3.835, -0.003)  0.456

Forces on atoms 1 to 2 (eV/Å):
3.318 2.148 -3.031
-0.449 -1.025 0.291

Summary:
* structure (SMILES): O=C1C=C(C[SH](=O)=O)C(=O)c2ccc(S)cc21.O=C1c2ccccc2C(=O)c2ccccc21.O=C1c2ccccc2C(=O)c2ccccc21
* E_LUMO: -0.0803 Eh

| no. | maximum force (eV/Å) |
| --- | --- |
| 1 | 2.745 |
| 2 | 0.391 |
| 3 | 5.749 |